DFT (ωB97M-V/def2-TZVPD) results for the molecule C10H18N2O3 in a non-equilibrium geometry.

As for the HOMO-LUMO gap: 9.911 eV. The value obtained for the total energy is -19784.468 eV. Its SMILES is CC(C)[C@H](NC(=O)[C@@H]1CCCN1)C(=O)O. The energy above the lowest of the compared OMol25 structures with the same formula, charge and spin is 32.7 kcal per mole. Its LUMO energy is 0.516 eV.

Each line ends with the Mulliken charge.
Positions of all 33 atoms, in Å:
1 C 1.777 1.310 3.111  -1.50
2 C 1.719 1.794 1.669  0.55
3 C 2.929 2.567 1.352  -1.61
4 C 1.558 0.737 0.523  -0.51
5 N 0.220 0.306 0.209  -0.10
6 C -0.193 -0.088 -1.008  0.41
7 O 0.539 -0.191 -2.024  -0.77
8 C -1.741 -0.400 -1.045  -0.03
9 C -2.105 -1.863 -0.582  -0.79
10 C -3.352 -2.204 -1.387  -0.47
11 C -3.435 -1.163 -2.556  -0.62
12 N -2.182 -0.389 -2.490  -0.56
13 C 2.448 -0.511 0.551  0.67
14 O 3.184 -0.759 1.503  -0.60
15 O 2.431 -1.187 -0.552  -0.50
16 H 2.687 0.890 3.455  0.31
17 H 1.463 2.134 3.673  0.53
18 H 0.946 0.581 3.248  0.33
19 H 0.837 2.327 1.523  0.45
20 H 2.924 2.870 0.334  0.49
21 H 3.799 1.878 1.478  0.32
22 H 3.018 3.475 1.983  0.39
23 H 1.898 1.299 -0.394  0.27
24 H -0.369 0.062 1.007  0.35
25 H -2.302 0.357 -0.510  0.40
26 H -1.332 -2.550 -0.968  0.33
27 H -2.137 -2.080 0.527  0.39
28 H -4.237 -2.032 -0.715  0.22
29 H -3.482 -3.203 -1.901  0.31
30 H -3.401 -1.666 -3.452  0.41
31 H -4.409 -0.615 -2.401  0.23
32 H -1.502 -0.863 -2.994  0.30
33 H 1.802 -0.823 -1.170  0.37



DFT (ωB97M-V/def2-TZVPD) results for the molecule C7H15N in a non-equilibrium geometry.

As for the HOMO-LUMO gap: 9.436 eV. The value obtained for the total energy is -8989.154 eV. Its SMILES is C=CCCCNCC. The energy above the lowest of the compared OMol25 structures with the same formula, charge and spin is 76.9 kcal per mole. Its LUMO energy is 1.129 eV.

Each line ends with the Mulliken charge.
Positions of all 23 atoms, in Å:
1 C 2.554 1.966 -1.493  -0.86
2 C 1.856 1.457 -0.444  -0.01
3 C 2.181 0.087 0.147  -0.68
4 C 1.209 -0.647 1.037  -0.76
5 C 0.052 -1.176 0.167  -0.65
6 N -1.281 -0.851 0.685  -0.38
7 C -2.268 -0.195 -0.209  -0.30
8 C -3.686 -0.527 0.114  -1.44
9 H 2.222 2.864 -2.029  0.25
10 H 3.468 1.530 -1.887  0.27
11 H 0.981 1.993 -0.039  0.29
12 H 3.043 0.321 0.817  0.33
13 H 2.532 -0.431 -0.768  0.36
14 H 1.095 -0.180 1.968  0.58
15 H 1.732 -1.582 1.429  0.27
16 H 0.231 -2.175 0.001  0.39
17 H 0.145 -0.887 -1.009  0.19
18 H -1.212 -0.260 1.523  0.31
19 H -2.056 0.937 0.023  0.21
20 H -2.104 -0.265 -1.262  0.44
21 H -4.042 0.150 0.852  0.30
22 H -4.318 -0.464 -0.740  0.36
23 H -4.142 -1.376 0.411  0.52



DFT (ωB97M-V/def2-TZVPD) results for a structure of composition C22H17Cl2CrN6O3S.

As for the HOMO-LUMO gap (spin up / spin down): 6.726 / 6.878 eV. Its spin multiplicity is 2. The value obtained for the total energy is -102477.060 eV. Its LUMO energy (spin up / spin down) is -0.764 / -0.658 eV. Its expectation value of S² is 0.762.

Each line ends with the Löwdin spin population.
Positions of all 52 atoms, in Å:
1 Cr -0.327 0.314 -0.017  0.98
2 Cl -1.541 3.667 5.714  0.00
3 C -1.773 2.754 4.260  0.00
4 C -0.660 2.172 3.661  0.00
5 C -0.835 1.452 2.497  0.00
6 N 0.148 0.750 1.776  -0.02
7 C 1.118 0.030 2.393  0.00
8 O 1.732 0.274 3.413  0.00
9 C 1.322 -1.295 1.683  0.00
10 C 2.218 -2.238 2.153  0.00
11 C 2.230 -3.488 1.555  0.00
12 C 1.350 -3.756 0.518  0.00
13 C 0.497 -2.749 0.094  0.00
14 N 0.492 -1.546 0.661  0.00
15 C -2.114 1.283 1.930  0.00
16 C -3.216 1.864 2.534  0.00
17 C -3.032 2.603 3.698  0.00
18 Cl -4.424 3.326 4.435  0.00
19 N -2.088 0.503 0.766  0.01
20 C -3.192 0.003 0.171  0.01
21 O -4.350 0.019 0.550  0.02
22 C -2.826 -0.625 -1.153  0.00
23 C -3.798 -1.119 -2.006  0.00
24 C -3.408 -1.589 -3.245  0.00
25 C -2.063 -1.553 -3.592  0.00
26 C -1.155 -1.064 -2.674  0.00
27 N -1.528 -0.614 -1.474  0.00
28 H 0.318 2.287 4.101  0.00
29 H 2.854 -1.977 2.986  0.00
30 H 2.909 -4.255 1.906  0.00
31 H 1.313 -4.725 0.043  0.00
32 H -0.203 -2.898 -0.719  0.00
33 H -4.204 1.740 2.121  0.00
34 H -4.827 -1.088 -1.678  0.00
35 H -4.143 -1.965 -3.945  0.00
36 H -1.721 -1.888 -4.561  0.00
37 H -0.097 -1.009 -2.901  0.00
38 C 4.511 0.162 -2.846  0.00
39 N 3.586 0.664 -1.848  0.00
40 C 3.888 1.924 -1.176  0.00
41 C 2.444 0.048 -1.578  0.00
42 O 1.635 0.476 -0.754  0.01
43 H 5.453 -0.132 -2.382  0.00
44 H 4.708 0.929 -3.594  0.00
45 H 4.077 -0.704 -3.344  0.00
46 H 4.955 2.115 -1.261  0.00
47 H 3.609 1.859 -0.127  0.00
48 H 3.332 2.742 -1.635  0.00
49 H 2.270 -0.878 -2.142  0.00
50 S -0.433 2.451 -1.048  -0.01
51 C -1.983 2.400 -1.717  0.00
52 N -3.030 2.342 -2.204  0.00



DFT (ωB97M-V/def2-TZVPD) results for a structure of composition C28H34GeNO6P3Pd.

As for the HOMO-LUMO gap (spin up / spin down): 7.820 / 7.549 eV. Its spin multiplicity is 2. The value obtained for the total energy is -131226.787 eV. The energy above the lowest of the compared OMol25 structures with the same formula, charge and spin is 2.2 kcal per mole. Its LUMO energy (spin up / spin down) is -3.626 / -4.386 eV. Its total charge is +1. Its expectation value of S² is 0.753.

Each line ends with the Löwdin spin population.
Positions of all 74 atoms, in Å:
1 Pd 0.849 -0.249 1.005  0.69
2 N -3.201 -1.065 2.100  0.00
3 C -2.128 -2.128 2.165  0.00
4 C -2.723 -3.392 2.770  0.00
5 P -0.720 -1.444 3.121  0.00
6 O -1.353 -1.253 4.579  0.00
7 O -0.570 -0.034 2.529  0.04
8 O 0.455 -2.340 3.079  0.00
9 P -1.673 -2.374 0.355  0.01
10 O -1.467 -3.945 0.198  0.01
11 O -2.890 -1.906 -0.354  0.00
12 O -0.319 -1.758 0.064  0.11
13 H -2.774 -0.128 2.067  0.00
14 H -3.839 -1.112 2.892  0.00
15 H -3.676 -1.208 1.184  0.00
16 H -3.122 -3.185 3.765  0.00
17 H -1.947 -4.148 2.864  0.00
18 H -3.513 -3.801 2.138  0.00
19 H -0.845 -1.705 5.264  0.00
20 H -0.529 -4.170 0.130  0.00
21 C 2.141 5.391 1.457  0.00
22 C 2.783 4.161 1.440  0.00
23 C 2.109 3.038 0.983  0.02
24 C 0.789 3.125 0.546  0.02
25 C 0.149 4.367 0.581  0.00
26 C 0.825 5.493 1.028  0.00
27 Ge -0.206 1.615 -0.156  0.03
28 C -2.058 1.687 0.392  0.00
29 C -3.061 1.252 -0.472  0.00
30 C -4.398 1.363 -0.105  0.00
31 C -4.737 1.913 1.123  0.00
32 C -3.741 2.349 1.994  0.00
33 C -2.407 2.234 1.632  0.00
34 C -0.012 1.333 -2.055  0.00
35 C 0.482 2.384 -2.829  0.00
36 C 0.657 2.224 -4.196  0.00
37 C 0.343 1.012 -4.796  0.00
38 C -0.159 -0.036 -4.033  0.00
39 C -0.340 0.122 -2.666  0.00
40 H 2.664 6.269 1.812  0.00
41 H 3.805 4.078 1.786  0.00
42 H 2.617 2.080 0.985  0.01
43 H -0.883 4.461 0.261  0.00
44 H 0.321 6.451 1.046  0.00
45 H -2.809 0.816 -1.430  0.00
46 H -5.171 1.025 -0.784  0.00
47 H -5.778 2.012 1.402  0.00
48 H -4.008 2.785 2.949  0.00
49 H -1.636 2.566 2.316  0.00
50 H 0.746 3.328 -2.364  0.00
51 H 1.041 3.042 -4.792  0.00
52 H 0.483 0.886 -5.862  0.00
53 H -0.415 -0.976 -4.504  0.00
54 H -0.721 -0.704 -2.077  0.00
55 C 3.134 0.496 -1.771  0.01
56 P 2.629 -0.572 -0.405  0.03
57 C 4.116 -0.660 0.639  0.01
58 C 2.423 -2.238 -1.061  0.00
59 C 2.303 -2.490 -2.423  0.00
60 C 2.073 -3.784 -2.871  0.00
61 C 1.967 -4.826 -1.963  0.00
62 C 2.090 -4.578 -0.599  0.00
63 C 2.306 -3.287 -0.147  0.00
64 H 2.392 0.502 -2.566  0.00
65 H 4.090 0.141 -2.159  0.00
66 H 3.252 1.515 -1.400  0.00
67 H 4.952 -1.040 0.052  0.00
68 H 3.948 -1.323 1.488  0.00
69 H 4.364 0.332 1.018  0.00
70 H 2.379 -1.686 -3.143  0.00
71 H 1.981 -3.978 -3.931  0.00
72 H 1.793 -5.834 -2.315  0.00
73 H 2.021 -5.392 0.112  0.00
74 H 2.359 -3.102 0.921  0.00



DFT (ωB97M-V/def2-TZVPD) results for a structure of composition C4H3FeO4 in a non-equilibrium geometry.

As for the HOMO-LUMO gap (spin up / spin down): 7.774 / 6.270 eV. Its spin multiplicity is 7. The value obtained for the total energy is -46730.161 eV. The energy above the lowest of the compared OMol25 structures with the same formula, charge and spin is 0.0 kcal per mole. Its LUMO energy (spin up / spin down) is -15.429 / -17.074 eV. Its total charge is +3. Its expectation value of S² is 12.015.

Each line ends with the Löwdin spin population.
Positions of all 12 atoms, in Å:
1 C -1.306 -0.777 -0.190  0.07
2 C 0.011 -0.751 -0.339  0.02
3 H -1.784 -1.743 -0.345  0.00
4 O 0.783 0.356 0.030  0.20
5 C 1.973 0.018 0.428  0.57
6 O 2.994 0.407 -0.077  0.25
7 Fe 4.790 0.328 -0.070  3.91
8 O -1.801 1.590 0.148  0.04
9 C -2.261 0.345 0.052  0.10
10 O -3.442 0.130 0.177  0.82
11 H -0.840 1.650 0.224  0.00
12 H 0.882 -1.553 -0.040  0.02



> What is the formula in the first record?

C10H18N2O3



> What is the formula in the fourth record?

C28H34GeNO6P3Pd